A 2-piece molecular cluster, C28H29F6N4 overall at a distorted geometry, computed with wB97M-V/def2-TZVPD.

For the LUMO energy, the calculation gives -4.437 eV. As for the charge: +1. The value obtained for the molar mass is 535.6 Da. The HOMO energy is -10.633 eV. Its frontier orbital gap is 6.20 eV.

Last column: Löwdin charge in e.
Cartesian coordinates (Å):
C 3.264 3.327 2.100  -0.0589
C 3.181 3.216 0.602  -0.2713
C 2.154 2.458 0.011  0.0172
C 2.081 2.369 -1.383  -0.2164
C 3.044 3.035 -2.164  -0.1901
C 4.071 3.786 -1.609  -0.0075
C 4.128 3.867 -0.214  -0.0410
N 2.693 2.760 -3.484  0.1452
C 1.581 1.980 -3.487  -0.3587
C 1.003 1.523 -4.780  -0.0075
N 1.182 1.736 -2.240  0.1253
H 4.097 3.977 2.396  0.0774
H 2.341 3.740 2.530  0.0785
H 3.413 2.349 2.577  0.0848
H 1.399 1.932 0.597  0.1073
H 4.794 4.287 -2.249  0.1132
H 4.916 4.445 0.270  0.1121
H 3.166 3.076 -4.322  0.1696
H 0.129 0.894 -4.584  0.0740
H 0.695 2.386 -5.389  0.0925
H 1.746 0.942 -5.347  0.0919
C -0.150 -6.524 -0.707  -0.0389
N 0.571 -5.504 -1.421  -0.1175
C 1.728 -5.963 -2.172  -0.0345
C 2.953 -5.807 -1.324  -0.5313
F 4.102 -6.231 -1.909  0.1432
F 3.119 -4.482 -0.988  0.1186
F 2.811 -6.493 -0.141  0.1197
C 0.223 -4.190 -1.332  -0.1930
C 0.530 -3.266 -2.371  0.0102
C 0.207 -1.935 -2.237  0.0184
C -0.426 -1.432 -1.052  -0.1847
C -0.818 -0.077 -0.997  0.0843
C -1.533 0.576 0.037  -0.1920
C -1.367 1.985 0.215  -0.0068
C -1.926 2.653 1.281  0.0086
C -2.774 1.972 2.197  -0.1914
N -3.315 2.611 3.284  -0.1314
C -2.620 3.667 3.989  -0.0340
C -4.734 2.485 3.628  -0.0298
C -5.077 1.335 4.537  -0.5297
F -6.110 1.637 5.386  0.1215
F -5.467 0.220 3.826  0.0908
F -4.011 0.970 5.320  0.1196
C -3.021 0.588 1.985  0.0259
C -2.435 -0.084 0.932  -0.0016
C -0.577 -2.349 0.035  0.0110
C -0.387 -3.701 -0.147  0.0201
H -1.229 -6.306 -0.707  0.1076
H 0.018 -7.483 -1.212  0.1020
H 0.180 -6.609 0.342  0.1020
H 1.612 -7.029 -2.379  0.1461
H 1.873 -5.371 -3.079  0.1335
H 0.984 -3.634 -3.290  0.1147
H 0.445 -1.237 -3.042  0.1154
H -0.488 0.558 -1.819  0.0868
H -0.754 2.528 -0.505  0.1120
H -1.753 3.719 1.418  0.1189
H -1.638 3.860 3.544  0.0880
H -3.213 4.590 3.974  0.0985
H -2.460 3.381 5.040  0.1036
H -5.020 3.390 4.175  0.1425
H -5.339 2.363 2.719  0.1566
H -3.635 0.048 2.698  0.1068
H -2.677 -1.133 0.775  0.1159
H -0.844 -1.972 1.019  0.1170
H -0.638 -4.410 0.646  0.1192

---

C28H29N4ReSSi as an isolated structure, computed with wB97M-V/def2-TZVPD.

For the LUMO energy (alpha / beta), the calculation gives -4.277 / -4.596 eV. As for the charge: +1. Its spin multiplicity is 4. The value obtained for the molar mass is 667.9 Da. The HOMO energy (alpha / beta) is -10.451 / -10.941 eV. Its frontier orbital gap (alpha / beta) is 6.17 / 6.34 eV.

Last column: Löwdin charge in e.
Cartesian coordinates (Å):
Re -0.278 -0.518 -0.506  1.1893
S 1.653 0.201 0.774  0.6381
C 1.880 1.681 -0.124  -0.7586
N 2.916 2.510 0.053  0.1009
N 3.801 2.191 0.919  0.0371
C 4.917 3.012 1.190  -0.2169
C 5.100 4.214 0.517  -0.0124
C 6.211 4.979 0.824  -0.0604
C 7.121 4.553 1.785  -0.0656
C 6.922 3.350 2.447  -0.0661
C 5.816 2.571 2.152  -0.0202
N 1.032 2.119 -1.043  0.0481
N 0.023 1.356 -1.296  -0.1964
C -0.944 1.991 -2.158  -0.2767
C -1.595 1.257 -3.136  -0.0444
C -2.555 1.874 -3.927  -0.0662
C -2.860 3.211 -3.736  -0.0663
C -2.199 3.941 -2.754  -0.0567
C -1.241 3.336 -1.961  -0.0398
H 3.704 1.314 1.435  0.0941
H 4.384 4.532 -0.226  0.1115
H 6.367 5.917 0.309  0.1126
H 7.985 5.160 2.017  0.1110
H 7.628 3.016 3.195  0.1120
H 5.651 1.631 2.664  0.1163
H -1.340 0.218 -3.300  0.0818
H -3.055 1.307 -4.701  0.1122
H -3.610 3.687 -4.353  0.1109
H -2.434 4.985 -2.603  0.1127
H -0.716 3.892 -1.196  0.1140
C -2.116 1.938 1.330  -0.1918
Si -2.337 0.173 0.756  0.5189
C -3.919 -0.018 -0.224  -0.1915
C -2.333 -0.995 2.225  -0.3213
C -1.438 -0.803 3.280  -0.1092
C -1.383 -1.692 4.346  -0.0775
C -2.221 -2.797 4.372  -0.0731
C -3.116 -3.009 3.330  -0.0713
C -3.168 -2.117 2.271  -0.1161
H -2.948 2.238 1.970  0.0465
H -2.097 2.610 0.468  0.0113
H -1.187 2.064 1.886  0.0249
H -4.742 0.381 0.372  0.0469
H -4.143 -1.059 -0.456  0.0200
H -3.879 0.538 -1.165  0.0260
H -0.766 0.048 3.276  0.0917
H -0.690 -1.519 5.159  0.1077
H -2.182 -3.489 5.203  0.1085
H -3.775 -3.866 3.348  0.1092
H -3.871 -2.306 1.468  0.0981
C -1.198 -2.000 -1.760  -0.2030
C -0.134 -2.735 -1.069  -0.4271
C 1.146 -2.942 -1.648  -0.0403
C 2.214 -3.331 -0.873  -0.0496
C 2.088 -3.472 0.515  -0.0726
C 0.881 -3.217 1.116  -0.0664
C -0.231 -2.823 0.343  -0.1577
H -2.210 -2.314 -1.515  0.0702
H -1.047 -1.879 -2.834  0.0653
H 1.257 -2.823 -2.718  0.1231
H 3.171 -3.515 -1.343  0.1188
H 2.941 -3.775 1.106  0.1155
H 0.762 -3.319 2.187  0.1198
H -1.201 -2.754 0.813  0.0900

---

One molecule with the formula C28H29N5OS, computed with wB97M-V/def2-TZVPD.

For the LUMO energy, the calculation gives -0.291 eV. As for the SMILES: O=C(c1ccc(Nc2nccc(-c3cc4ccccc4s3)n2)cc1)N1CCC(N2CCCC2)CC1. The value obtained for the molar mass is 483.6 Da. The HOMO energy is -8.028 eV. Its frontier orbital gap is 7.74 eV.

Last column: Löwdin charge in e.
Cartesian coordinates (Å):
O 2.351 0.460 -3.226  0.0716
C 1.884 0.234 -2.124  -0.4308
N 2.323 -0.782 -1.341  -0.0562
C 2.027 -0.908 0.066  -0.1351
H 1.964 -1.977 0.292  0.1282
C 3.134 -0.249 0.909  -0.0958
H 2.871 0.783 1.144  0.1158
H 3.242 -0.790 1.848  0.1063
C 4.464 -0.265 0.138  -0.3193
N 5.576 0.023 1.014  -0.1340
C 5.929 -0.965 2.023  -0.1962
C 7.368 -0.617 2.386  -0.1739
H 7.886 -1.441 2.875  0.1074
C 7.956 -0.257 1.026  -0.1717
H 8.853 0.355 1.098  0.1052
H 8.200 -1.167 0.475  0.1083
C 6.798 0.480 0.350  -0.1807
H 6.886 1.562 0.503  0.1149
H 6.779 0.294 -0.728  0.1116
H 7.384 0.253 3.042  0.1123
H 5.258 -0.880 2.882  0.1120
H 5.880 -1.997 1.644  0.1151
C 4.543 -1.583 -0.659  -0.1173
H 5.532 -1.706 -1.102  0.1153
C 3.484 -1.545 -1.765  -0.1294
H 3.171 -2.561 -2.035  0.1271
H 3.870 -1.055 -2.662  0.1209
H 4.364 -2.427 0.010  0.1083
H 4.442 0.556 -0.590  0.1532
H 1.060 -0.456 0.286  0.1140
C 0.753 1.044 -1.574  -0.1650
C 0.956 2.380 -1.250  -0.0162
C -0.090 3.153 -0.790  -0.0155
C -1.370 2.611 -0.657  -0.2233
C -1.578 1.278 -1.005  -0.0064
C -0.525 0.507 -1.457  -0.0253
H -0.695 -0.524 -1.733  0.1234
H -2.570 0.869 -0.921  0.0724
N -2.380 3.439 -0.194  0.1234
C -3.680 3.188 0.102  -0.3601
N -4.179 1.961 0.010  0.1779
C -5.466 1.798 0.322  -0.2837
C -6.259 2.875 0.726  -0.0297
C -5.631 4.108 0.795  -0.1218
N -4.360 4.278 0.493  0.1206
H -6.163 4.999 1.105  0.1110
H -7.299 2.746 0.975  0.0798
C -5.986 0.451 0.221  -0.4360
C -5.293 -0.676 -0.104  -0.0323
C -6.096 -1.846 -0.115  -0.2465
C -5.731 -3.166 -0.401  -0.0279
C -6.685 -4.155 -0.353  -0.0867
C -8.009 -3.860 -0.023  -0.0851
C -8.397 -2.568 0.264  -0.0932
C -7.437 -1.568 0.216  -0.4673
S -7.677 0.123 0.534  1.0932
H -9.419 -2.334 0.520  0.1068
H -8.739 -4.655 0.008  0.1027
H -6.412 -5.176 -0.573  0.1015
H -4.707 -3.390 -0.657  0.1133
H -4.242 -0.668 -0.322  0.1115
H -2.130 4.409 -0.048  0.1446
H 0.078 4.190 -0.535  0.1108
H 1.940 2.810 -1.360  0.1221

---

The following relative energy (zero: lowest compared OMol25 entry of this formula, charge and spin) values (in kJ/mol) correspond, in order, to the records above: 0.0; 18.1; 22.5.